1.
A single C7H7NO2S molecule at a distorted geometry, computed with ωB97M-V/def2-TZVPD.

ORCA input file:
```
! RIJCOSX wB97M-V def2-TZVPD def2/J DEFGRID3
* xyz 0 1
C 1.158 -0.065 2.064
C 1.669 1.022 1.573
C 0.092 0.832 -1.716
C 1.077 0.961 -1.022
C 2.434 -2.218 -0.642
C 1.342 -1.367 1.461
C -1.006 0.551 -2.644
N 1.945 -1.398 0.102
O 2.774 -3.013 -1.416
O 2.868 2.634 -0.129
S 2.575 1.205 -0.077
H 0.446 0.074 2.878
H 1.448 2.018 1.920
H 1.879 -2.029 2.171
H 0.404 -1.862 1.198
H -2.018 0.473 -2.113
H -0.609 -0.289 -3.343
H -1.190 1.452 -3.470
*
```

Summary:
electronic energy = -874.18856 Ha

2.
A molecular structure, C37H46ClLaN7O6SSi2 at a distorted geometry, computed with ωB97M-V/def2-TZVPD.

ORCA input file:
```
! RIJCOSX wB97M-V def2-TZVPD def2/J DEFGRID3
* xyz 1 1
La -0.112 0.221 0.201
O -2.299 -5.008 5.068
C -3.047 -4.894 3.883
C -2.397 -3.885 2.981
C -3.057 -3.340 1.884
C -2.392 -2.405 1.115
N -1.151 -1.983 1.354
C -0.499 -2.518 2.402
C -1.098 -3.466 3.224
C 0.889 -2.080 2.647
C 1.588 -2.443 3.796
C 2.908 -2.045 3.963
C 3.661 -2.439 5.210
O 3.626 -3.828 5.424
C 3.493 -1.309 2.942
C 2.726 -0.968 1.843
N 1.454 -1.318 1.697
H -2.710 -5.650 5.657
H -4.084 -4.587 4.088
H -3.086 -5.858 3.349
H -4.066 -3.632 1.640
H -2.897 -1.950 0.272
H -0.585 -3.895 4.067
H 1.133 -3.028 4.576
H 3.162 -1.985 6.073
H 4.689 -2.056 5.173
H 4.231 -4.257 4.809
H 4.523 -1.000 3.006
H 3.155 -0.413 1.020
C -3.037 4.361 2.343
Si -2.223 3.008 1.254
C -1.690 3.904 -0.349
C -3.565 1.668 0.941
C -0.732 2.020 1.981
C 0.529 2.767 1.792
C 0.827 3.984 2.419
C 2.029 4.612 2.178
C 2.927 4.023 1.294
C 2.575 2.824 0.707
N 1.424 2.200 0.955
Si -0.872 1.465 3.808
C -1.394 2.803 5.071
C -2.144 0.038 3.955
C 0.849 0.910 4.455
H -3.796 4.898 1.778
H -2.318 5.100 2.686
H -3.527 3.938 3.213
H -2.385 4.692 -0.625
H -1.622 3.231 -1.196
H -0.709 4.356 -0.227
H -4.428 2.080 0.430
H -3.917 1.253 1.881
H -3.177 0.848 0.330
H 0.103 4.416 3.087
H 2.280 5.547 2.658
H 3.871 4.488 1.068
H 3.241 2.350 -0.007
H -2.420 3.111 4.913
H -0.763 3.682 5.007
H -1.316 2.427 6.086
H -3.094 0.416 4.315
H -1.811 -0.720 4.656
H -2.329 -0.446 3.002
H 1.369 1.747 4.912
H 1.482 0.533 3.658
H 0.766 0.127 5.203
O -2.094 1.237 -5.668
C -2.426 -0.010 -5.430
O -3.238 -0.612 -6.085
C -1.772 -0.686 -4.268
C -1.802 -2.063 -4.064
Cl -2.258 -3.228 -5.204
N -1.298 -2.317 -2.826
N -0.950 -1.161 -2.227
C -1.198 -0.173 -3.085
C -0.634 1.201 -2.796
O -0.527 1.999 -3.726
O -0.228 1.400 -1.618
C -0.997 -3.542 -2.191
C -1.616 -4.742 -2.530
C -1.237 -5.907 -1.886
C -0.252 -5.888 -0.910
C 0.344 -4.688 -0.557
C -0.024 -3.518 -1.192
H -1.452 1.635 -5.009
H -2.367 -4.787 -3.298
H -1.714 -6.840 -2.154
H 0.052 -6.808 -0.435
H 1.117 -4.659 0.198
H 0.470 -2.584 -0.949
C 5.809 0.181 -3.182
N 4.778 -0.279 -2.280
C 3.470 -0.351 -2.553
N 3.005 0.020 -3.749
S 2.443 -0.958 -1.378
H 6.714 0.360 -2.607
H 5.511 1.120 -3.653
H 6.034 -0.559 -3.957
H 5.058 -0.660 -1.390
H 3.609 0.229 -4.524
H 2.012 0.007 -3.907
*
```

Summary:
electronic energy = -3741.28636 Ha

3.
A gas-phase ion, C7H13ClN (charge +1) at a distorted geometry, computed with ωB97M-V/def2-TZVPD.

ORCA input file:
```
! RIJCOSX wB97M-V def2-TZVPD def2/J DEFGRID3
* xyz 1 1
C -1.590 -0.622 -0.540
C 0.494 0.669 -0.455
C 1.273 -0.471 0.065
C -1.045 0.576 -0.006
C -1.677 1.855 -0.750
C -1.149 0.728 1.467
C 2.860 -2.273 -0.186
N 1.951 -1.223 -0.619
Cl -2.529 -1.699 0.217
H 0.874 1.643 -0.097
H 0.483 0.773 -1.547
H 1.615 -0.383 1.123
H -1.526 -0.682 -1.607
H -1.729 2.820 -0.169
H -2.681 1.501 -1.007
H -1.082 2.072 -1.722
H -0.680 -0.017 1.964
H -2.102 0.604 2.054
H -0.886 1.716 1.812
H 3.785 -2.061 -0.519
H 2.424 -3.234 -0.430
H 2.921 -2.292 0.952
*
```

Summary:
electronic energy = -789.06527 Ha

4.
A single C7H13NO molecule at a distorted geometry, computed with ωB97M-V/def2-TZVPD.

ORCA input file:
```
! RIJCOSX wB97M-V def2-TZVPD def2/J DEFGRID3
* xyz 0 1
C 2.296 0.094 -0.447
C 1.281 0.769 0.094
C 0.139 0.100 1.105
C 0.242 0.661 2.510
O 0.223 -1.300 1.064
C -1.081 0.546 0.311
N -0.480 0.776 -1.019
C -0.702 0.008 -2.010
C -1.653 -1.143 -2.093
H 2.198 -0.937 -0.752
H 3.237 0.579 -0.649
H 1.380 1.820 0.328
H 1.181 0.339 2.958
H -0.585 0.302 3.121
H 0.218 1.749 2.496
H 1.156 -1.539 1.187
H -1.865 -0.216 0.330
H -1.434 1.515 0.669
H -0.070 0.196 -2.876
H -1.411 -1.776 -2.948
H -1.592 -1.752 -1.183
H -2.679 -0.790 -2.198
*
```

Summary:
SMILES = C=C[C@](C)(O)C/N=C\C
electronic energy = -404.42285 Ha

5.
A molecular structure, C6H5As2CuF20O4 at a distorted geometry, computed with ωB97M-V/def2-TZVPD.

ORCA input file:
```
! RIJCOSX wB97M-V def2-TZVPD def2/J DEFGRID3
* xyz -2 1
Cu -15.792 -22.883 -30.852
As -18.435 -20.354 -32.175
F -17.527 -18.854 -32.207
F -20.077 -19.576 -32.416
F -19.376 -21.917 -32.039
F -16.933 -21.344 -31.980
F -18.567 -20.242 -30.422
F -18.312 -20.516 -33.931
As -18.980 -24.606 -29.522
F -20.547 -25.320 -28.960
F -18.221 -25.329 -28.041
F -17.464 -23.919 -30.051
F -19.871 -23.941 -30.919
F -19.323 -23.103 -28.625
F -18.768 -26.170 -30.483
O -15.383 -21.464 -27.299
C -16.585 -21.276 -27.786
O -17.525 -20.847 -27.085
O -16.850 -21.572 -28.924
H -15.617 -21.039 -26.471
C -12.737 -21.587 -29.251
C -12.944 -20.519 -30.353
C -11.785 -19.510 -30.314
F -11.756 -18.793 -29.130
F -10.472 -19.993 -30.570
F -12.946 -21.227 -31.457
F -14.098 -19.896 -30.243
O -13.707 -22.619 -29.443
C -13.335 -23.970 -29.040
C -13.275 -24.138 -27.465
F -13.081 -25.441 -27.045
F -12.282 -23.350 -27.020
F -14.296 -24.727 -29.602
F -12.232 -24.182 -29.675
H -12.782 -21.224 -28.225
H -11.732 -21.986 -29.389
H -11.970 -18.727 -31.049
H -14.204 -23.817 -26.992
*
```

Summary:
electronic energy = -8642.22670 Ha

6.
A molecular structure, C30H86Cu2N4O15P at a distorted geometry, computed with ωB97M-V/def2-TZVPD.

ORCA input file:
```
! RIJCOSX wB97M-V def2-TZVPD def2/J DEFGRID3
* xyz -1 1
Cu -2.529 1.200 -1.838
Cu 0.078 -0.117 1.120
P -1.486 -1.153 -0.892
O -2.978 -0.838 -0.889
O -0.998 -1.899 0.380
O -0.771 0.146 -1.011
O -1.254 -1.965 -2.244
C 1.867 -1.504 -3.558
C 1.262 -2.503 -4.455
O 0.321 -3.276 -3.790
H 2.367 -1.938 -2.692
H 1.111 -0.851 -3.122
H 2.536 -0.849 -4.116
H 1.978 -3.183 -4.916
H 0.846 -2.001 -5.328
H -0.258 -2.715 -3.268
C -3.699 -4.652 2.601
C -2.565 -4.455 1.685
O -3.056 -3.826 0.508
H -3.430 -5.370 3.375
H -4.566 -5.064 2.085
H -3.904 -3.705 3.101
H -2.201 -5.443 1.402
H -1.822 -3.827 2.176
H -2.515 -3.041 0.396
C -4.515 0.481 3.081
C -3.162 0.052 2.512
O -3.006 0.703 1.226
H -5.364 0.313 2.418
H -4.591 1.561 3.209
H -4.765 0.082 4.064
H -3.157 -1.030 2.377
H -2.281 0.353 3.077
H -2.889 0.115 0.477
C -0.101 -1.575 5.089
C -0.696 -2.333 3.930
O 0.123 -2.104 2.787
H 0.276 -0.566 4.920
H 0.733 -2.156 5.483
H -0.731 -1.625 5.978
H -1.739 -2.018 3.916
H -0.819 -3.401 4.115
H -0.500 -2.278 2.077
C -3.014 4.578 2.630
C -2.914 4.971 1.183
O -1.665 5.648 1.059
H -4.026 4.215 2.806
H -2.642 5.414 3.224
H -2.604 3.582 2.796
H -3.608 5.736 0.838
H -2.950 4.144 0.473
H -1.539 6.231 1.811
C -2.834 0.453 -6.069
C -1.864 -0.431 -5.269
O -1.995 -0.076 -3.883
H -3.888 0.262 -5.870
H -2.564 0.297 -7.114
H -2.727 1.529 -5.929
H -0.866 -0.334 -5.694
H -2.135 -1.487 -5.275
H -1.475 -0.736 -3.420
C 2.799 3.086 -1.951
C 2.067 1.852 -1.423
O 0.706 2.213 -1.547
H 2.617 3.970 -1.340
H 2.507 3.515 -2.909
H 3.885 3.054 -2.034
H 2.181 1.675 -0.354
H 2.175 0.939 -2.009
H 0.114 1.482 -1.357
C 1.780 -5.914 -1.624
C 1.018 -4.986 -0.610
C 1.494 -5.087 0.905
O 0.870 -6.151 1.603
C 1.396 -6.380 2.831
N 1.183 -3.603 -1.001
H 2.855 -5.951 -1.446
H 1.506 -5.953 -2.679
H 1.351 -6.871 -1.330
H -0.049 -5.147 -0.767
H 1.175 -4.195 1.444
H 2.583 -5.093 0.858
H 1.556 -5.456 3.385
H 2.298 -6.986 2.739
H 0.596 -6.862 3.392
H 0.383 -3.058 -0.713
H 1.099 -3.602 -2.008
C 4.211 -1.605 2.175
C 3.616 -0.884 0.928
C 4.204 -1.362 -0.430
O 5.624 -1.089 -0.533
C 6.042 0.298 -0.797
N 2.208 -1.008 0.831
H 4.036 -1.141 3.146
H 5.299 -1.563 2.128
H 4.091 -2.684 2.275
H 3.733 0.199 0.895
H 3.739 -0.833 -1.262
H 4.102 -2.437 -0.573
H 5.807 0.953 0.042
H 5.770 0.657 -1.790
H 7.127 0.195 -0.776
H 1.864 -1.643 1.538
H 2.030 -1.620 0.048
C -1.000 5.494 -2.979
C -1.724 4.280 -3.257
C -0.917 3.475 -4.382
O -0.592 4.162 -5.602
C -1.668 4.540 -6.412
N -1.671 3.598 -1.948
H -1.373 6.200 -3.721
H 0.077 5.382 -2.852
H -1.254 6.011 -2.053
H -2.783 4.490 -3.411
H -1.485 2.581 -4.636
H 0.100 3.269 -4.046
H -2.182 5.410 -6.003
H -2.390 3.748 -6.612
H -1.338 4.912 -7.382
H -1.958 4.231 -1.215
H -0.772 3.210 -1.700
C 2.287 2.650 2.200
C 1.203 2.223 3.191
C 0.910 3.418 4.121
O -0.131 3.328 5.068
C 0.086 2.382 6.079
N 0.008 1.896 2.346
H 3.088 3.130 2.762
H 1.962 3.199 1.317
H 2.705 1.779 1.694
H 1.645 1.409 3.766
H 0.503 4.229 3.517
H 1.817 3.839 4.554
H -0.388 1.421 5.875
H -0.345 2.710 7.024
H 1.151 2.208 6.226
H -0.308 2.695 1.814
H -0.746 1.827 3.015
*
```

Summary:
electronic energy = -6164.55547 Ha